The following is a quantum chemistry calculation of a single C4H12N2O molecule, from the Open Molecules 2025 dataset.

Values from the calculation:
- 2S+1 = 1
- gap between HOMO and LUMO (eV) = 9.96
- energy relative to the best compared isomer or geometry (same formula, charge and spin) (kcal/mol) = 43.2
- highest occupied orbital energy (eV) = -8.86

Element x y z (Å)
C  -2.33  0.50  0.22
C  -1.32  -0.36  0.97
O  -1.53  -0.28  2.39
C  0.17  0.00  0.72
N  0.63  -0.71  -0.52
C  1.47  0.13  -1.40
N  2.90  -0.12  -1.41
H  -2.36  1.54  0.53
H  -2.03  0.43  -0.83
H  -3.31  0.04  0.32
H  -1.37  -1.41  0.64
H  -2.33  0.22  2.53
H  0.79  -0.26  1.57
H  0.14  1.09  0.60
H  1.31  -1.35  -0.10
H  1.28  1.16  -1.08
H  1.23  0.08  -2.45
H  3.09  -0.89  -2.00
H  3.55  0.18  -0.71